{
  "formula": "C3H2N2O2",
  "method": "ωB97M-V with the def2-TZVPD basis set",
  "lumo_ev": -0.47,
  "energy_ev": -10214.326,
  "smiles": "O=CC(=O)N1C=N1",
  "total_charge": 0,
  "orbital_gap_ev": 9.6,
  "relative_energy_kcal_mol": 89.1,
  "species": ["O", "C", "C", "N", "C", "N", "O", "H", "H"],
  "coordinates": [[-2.480737, 0.250331, -0.916923], [-1.743081, 0.251601, 0.039847], [-0.401827, -0.520632, 0.003957], [0.687280, 0.217944, 0.580587], [1.885055, 0.344676, -0.133859], [2.054280, -0.671256, 0.548975], [-0.346701, -1.675783, -0.322364], [-1.993223, 0.745596, 1.006233], [2.338958, 1.057521, -0.806450]],
  "atomic_forces_ev_per_a": [[0.702, 0.095, 0.935], [-0.366, -0.144, -0.595], [0.294, -0.540, 0.040], [-0.732, -0.051, 0.178], [0.125, -0.353, 0.184], [-0.081, 0.453, -0.341], [-0.033, 0.741, 0.033], [0.080, -0.059, -0.345], [0.011, -0.141, -0.089]]
}

***

{
  "formula": "C3HN3O2",
  "method": "ωB97M-V with the def2-TZVPD basis set",
  "lumo_ev": -2.56,
  "energy_ev": -11685.448,
  "total_charge": 0,
  "orbital_gap_ev": 9.9,
  "relative_energy_kcal_mol": 138.2,
  "species": ["C", "C", "C", "N", "N", "N", "O", "O", "H"],
  "coordinates": [[1.012921, -1.231522, -0.664142], [-1.451124, -0.359257, 0.024245], [-0.117252, -0.115146, 0.508203], [1.791755, -1.815223, -1.239281], [-2.495980, -0.599271, -0.301953], [0.331520, 1.240582, 0.179947], [-0.385820, 1.897649, -0.568619], [1.329707, 1.709230, 0.690273], [-0.015728, -0.727043, 1.371327]],
  "atomic_forces_ev_per_a": [[-3.910, 3.962, 3.904], [2.862, 0.877, 0.645], [1.210, -3.937, -4.562], [1.591, -1.367, -1.335], [-3.287, -0.774, -0.944], [0.406, 3.330, 0.234], [0.182, -1.481, 0.423], [-0.159, -1.387, 0.201], [1.104, 0.778, 1.435]]
}

***

{
  "formula": "C4H9NO",
  "method": "ωB97M-V with the def2-TZVPD basis set",
  "lumo_ev": 0.58,
  "energy_ev": -7827.531,
  "total_charge": 0,
  "orbital_gap_ev": 7.9,
  "relative_energy_kcal_mol": 110.4,
  "species": ["C", "C", "N", "C", "C", "O", "H", "H", "H", "H", "H", "H", "H", "H", "H"],
  "coordinates": [[-1.687690, 0.666485, 0.302367], [-0.927785, -0.296911, -0.580628], [0.585201, -0.328816, -0.575876], [-0.308640, -1.550044, -0.141536], [1.618414, -0.123615, 0.473594], [1.418741, 0.969835, 1.300488], [-2.668966, 0.233307, 0.525474], [-1.175209, 0.847985, 1.247099], [-1.862358, 1.620608, -0.210476], [-1.249549, -0.196977, -1.628433], [0.941133, -0.251330, -1.528315], [-0.226989, -2.268856, -0.962814], [2.560228, -0.079524, -0.092988], [1.631214, -0.996840, 1.125795], [1.352254, 1.754686, 0.746248]],
  "atomic_forces_ev_per_a": [[0.052, 0.002, 0.100], [-0.221, 0.096, 0.039], [0.378, -0.423, 0.223], [-0.273, -0.265, -0.442], [0.146, -0.068, -0.180], [-0.114, 0.450, -0.162], [0.157, -0.001, -0.047], [-0.042, -0.107, -0.054], [0.110, -0.110, 0.111], [0.130, 0.079, 0.095], [0.040, -0.178, 0.379], [-0.292, 0.005, -0.036], [0.011, 0.196, 0.106], [-0.142, 0.180, -0.260], [0.062, 0.145, 0.128]]
}

***

{
  "formula": "C4H9O3",
  "method": "ωB97M-V with the def2-TZVPD basis set",
  "lumo_ev": [0.79, -1.38],
  "energy_ev": -10433.549,
  "spin_multiplicity": 2,
  "total_charge": 0,
  "orbital_gap_ev": [10.2, 8.6],
  "s2": 0.7653,
  "relative_energy_kcal_mol": 16.7,
  "species": ["O", "C", "C", "C", "C", "O", "H", "H", "H", "H", "H", "H", "H", "H", "H", "O"],
  "coordinates": [[-1.405867, 1.887852, -2.046381], [-1.780694, 1.017673, -1.273549], [-1.361125, -0.356361, -1.336808], [-1.315426, -1.428411, -0.298275], [0.195567, -1.882289, -0.293878], [0.305660, -3.003704, -1.221622], [-2.539849, 1.227159, -0.515878], [-0.036018, -2.592824, -2.026643], [-0.828388, -0.519508, -2.256276], [-1.571216, -1.058885, 0.708776], [-2.078034, -2.213987, -0.377688], [0.776120, -0.983754, -0.396389], [0.565769, -2.390063, 0.585016], [4.366213, 4.041605, 3.979736], [2.918710, 4.018749, 3.561564], [3.788576, 4.236743, 3.208290]],
  "atomic_forces_ev_per_a": [[0.078, -0.191, -0.089], [-0.519, -0.599, 0.376], [-0.041, 0.367, -0.307], [0.525, 0.792, 1.345], [-1.869, -2.506, 0.450], [0.305, 2.136, -0.391], [-0.091, 0.354, 0.462], [0.183, -0.716, -0.442], [0.319, -0.376, -0.394], [0.203, 0.500, -0.281], [0.614, -0.290, -0.674], [0.763, 0.157, -0.913], [-0.472, 0.371, 0.857], [-0.368, 0.257, -0.876], [-0.093, 0.071, -0.217], [0.462, -0.328, 1.094]]
}

***

{
  "formula": "C39H46OP2Zn",
  "method": "ωB97M-V with the def2-TZVPD basis set",
  "lumo_ev": 0.07,
  "energy_ev": -110229.411,
  "total_charge": 0,
  "orbital_gap_ev": 7.8,
  "relative_energy_kcal_mol": 18.1,
  "species": ["Zn", "C", "C", "C", "C", "C", "C", "C", "C", "C", "H", "H", "H", "H", "H", "H", "H", "H", "H", "H", "H", "H", "H", "H", "H", "P", "P", "C", "C", "C", "C", "C", "C", "C", "C", "C", "C", "C", "C", "C", "C", "C", "C", "C", "C", "C", "C", "C", "C", "C", "C", "C", "C", "H", "H", "H", "H", "H", "H", "H", "H", "H", "H", "H", "H", "H", "H", "H", "H", "H", "H", "H", "H", "H", "H", "C", "C", "C", "C", "O", "H", "H", "H", "H", "H", "H", "H", "H", "H"],
  "coordinates": [[1.845062, -0.848638, 4.997262], [-3.043525, 0.253071, 5.325580], [-3.090915, -0.001643, 4.014493], [-3.313083, 0.963712, 2.892209], [-2.032620, 1.589312, 2.312022], [-1.235414, 2.497027, 3.204978], [-1.513199, 2.838575, 4.465412], [-2.870620, 2.799072, 5.117068], [-3.175089, 1.578984, 6.008792], [3.384217, -0.349123, 3.951864], [-2.734631, -0.562678, 6.009071], [-2.984233, -1.037694, 3.684823], [-4.071625, 1.723228, 3.102352], [-3.720414, 0.359386, 2.069784], [-1.371820, 0.771414, 1.970957], [-2.315665, 2.146862, 1.401092], [-0.290093, 2.844704, 2.744338], [-0.753158, 3.382560, 5.047529], [-3.657145, 2.903442, 4.362696], [-2.931644, 3.679023, 5.777941], [-2.514285, 1.558374, 6.901585], [-4.198143, 1.719295, 6.409161], [4.339859, -0.781759, 4.310442], [3.460420, 0.755551, 3.959085], [3.212871, -0.654772, 2.907127], [0.087737, -2.169301, -4.082501], [2.005304, 0.381149, -4.457513], [-0.577270, -0.602529, -4.676350], [0.257351, 0.445578, -4.938086], [-0.684159, -3.347975, -5.284565], [-1.818485, -3.050216, -6.048806], [-2.361510, -4.012029, -6.908867], [-1.753559, -5.263473, -7.041147], [-0.586855, -5.542399, -6.319915], [-0.049385, -4.590792, -5.457053], [-0.930727, -2.338487, -2.559957], [-0.614068, -1.463735, -1.500930], [-1.356046, -1.505941, -0.321118], [-2.419654, -2.411639, -0.194081], [-2.715729, -3.296254, -1.238868], [-1.960535, -3.278130, -2.417022], [2.686056, 1.092673, -6.046552], [2.594947, 0.295171, -7.203247], [3.008082, 0.792307, -8.439068], [3.534355, 2.087465, -8.537173], [3.663264, 2.869207, -7.384760], [3.261903, 2.365827, -6.142429], [2.099144, 1.822343, -3.332408], [3.252886, 1.922789, -2.530174], [3.432928, 3.035538, -1.713269], [2.453112, 4.037843, -1.665027], [1.277578, 3.904485, -2.412756], [1.084526, 2.781302, -3.224799], [-1.666094, -0.537606, -4.796432], [-0.072144, 1.331614, -5.502013], [-2.283320, -2.071183, -5.980442], [-3.260819, -3.773996, -7.477226], [-2.182399, -6.011541, -7.712656], [-0.097338, -6.507249, -6.435194], [0.865217, -4.801190, -4.907676], [0.192317, -0.737644, -1.621063], [-1.109201, -0.834766, 0.502699], [-3.007324, -2.433640, 0.727957], [-3.540990, -4.006067, -1.140332], [-2.192400, -3.969160, -3.231458], [2.166168, -0.705271, -7.134387], [2.907603, 0.175755, -9.333909], [3.839324, 2.481925, -9.508936], [4.064588, 3.880825, -7.454895], [3.365152, 2.988015, -5.254729], [4.005455, 1.135084, -2.572372], [4.340997, 3.129932, -1.117640], [2.599944, 4.919453, -1.035960], [0.503325, 4.675158, -2.374456], [0.155681, 2.666572, -3.783632], [1.713584, -1.143107, 8.874847], [0.707110, -0.516156, 7.900582], [-0.670297, -1.078584, 8.263634], [0.876979, 0.997569, 8.018197], [0.856165, -0.928185, 6.556140], [1.386081, -0.920057, 9.905723], [2.716161, -0.711907, 8.761458], [1.781542, -2.230430, 8.764934], [-0.952509, -0.865267, 9.306505], [-1.460868, -0.675903, 7.611328], [-0.651406, -2.174190, 8.129188], [1.925450, 1.259955, 7.803880], [0.222617, 1.562482, 7.336338], [0.659333, 1.340719, 9.042732]],
  "atomic_forces_ev_per_a": [[-0.091, 0.514, 2.120], [0.619, -0.615, 0.045], [-0.066, -0.119, 0.690], [-0.318, -0.283, -0.864], [-0.334, 0.375, -0.251], [0.649, -0.206, 0.153], [0.191, 0.757, -0.252], [-0.143, -0.046, 0.648], [-0.015, 0.228, 0.240], [0.117, 0.054, -0.859], [-0.577, 0.306, -0.611], [0.220, 0.165, 0.218], [0.212, -0.272, -0.067], [-0.109, 0.216, 0.048], [-0.135, 0.323, 0.149], [0.133, -0.221, 0.147], [-0.362, -0.411, 0.525], [-0.246, -0.186, -0.416], [0.286, 0.160, 0.423], [-0.058, -0.144, -0.309], [-0.237, 0.168, -0.474], [0.330, -0.214, -0.105], [-0.673, 0.176, -0.130], [-0.024, -0.536, 0.073], [0.340, 0.129, 0.281], [0.300, -0.696, 0.204], [0.656, 0.021, -0.576], [0.618, 1.533, -0.264], [-1.196, -1.111, -0.164], [-0.005, 0.083, -0.008], [0.017, -0.531, -0.076], [0.199, 0.053, 0.076], [0.079, 0.198, 0.161], [-0.212, 0.050, -0.117], [-0.391, 0.241, -0.014], [-0.177, -0.103, 0.023], [-0.442, -0.324, -0.096], [-0.142, -0.213, -0.159], [0.153, -0.075, -0.178], [0.139, 0.103, 0.125], [-0.017, 0.382, 0.309], [0.094, 0.064, 0.066], [-0.017, 0.375, 0.111], [0.051, 0.193, 0.105], [-0.083, -0.102, 0.258], [-0.024, -0.285, -0.112], [-0.181, -0.064, -0.297], [-0.063, -0.022, 0.258], [-0.406, 0.323, -0.280], [-0.200, 0.197, 0.001], [-0.047, -0.168, -0.141], [0.064, -0.173, 0.063], [0.462, 0.299, 0.177], [0.403, 0.245, -0.302], [-0.203, -0.290, 0.492], [-0.024, -0.234, 0.005], [0.231, -0.083, 0.104], [0.170, 0.245, 0.235], [-0.076, 0.180, 0.016], [-0.136, 0.005, -0.047], [-0.142, -0.191, 0.057], [-0.093, -0.168, -0.248], [0.188, -0.007, -0.331], [0.274, 0.231, 0.015], [0.067, 0.241, 0.270], [0.094, 0.182, -0.024], [0.047, 0.158, 0.259], [-0.089, -0.121, 0.319], [-0.055, -0.276, 0.033], [-0.052, -0.120, -0.173], [-0.142, 0.191, -0.011], [-0.246, -0.017, -0.110], [-0.032, -0.309, -0.208], [0.274, -0.243, 0.076], [0.302, 0.121, 0.129], [0.233, -0.022, 0.184], [-0.181, -0.462, -0.396], [-0.555, 0.244, 0.423], [-0.322, 0.388, 0.177], [0.812, -0.247, -1.096], [0.149, -0.131, -0.344], [-0.129, -0.122, -0.116], [-0.090, 0.157, -0.073], [0.080, -0.032, -0.213], [0.388, -0.060, 0.181], [0.043, 0.468, 0.041], [-0.338, -0.063, -0.034], [0.147, -0.310, 0.083], [0.066, -0.113, -0.250]]
}

***

{
  "formula": "C8H11FN2O2",
  "method": "ωB97M-V with the def2-TZVPD basis set",
  "lumo_ev": 0.75,
  "energy_ev": -18264.288,
  "smiles": "FCc1cc(OC[C@@H]2CCN2)on1",
  "total_charge": 0,
  "orbital_gap_ev": 9.9,
  "relative_energy_kcal_mol": 40.3,
  "species": ["C", "C", "C", "C", "C", "C", "C", "C", "H", "H", "H", "H", "H", "H", "H", "H", "H", "H", "H", "N", "N", "O", "O", "F"],
  "coordinates": [[4.233224, 1.486750, -0.947970], [3.016270, 0.951742, -0.255873], [1.741527, 0.750629, -0.824676], [1.054409, 0.217140, 0.236872], [-1.037319, -0.115392, -0.726295], [-2.408365, -0.666289, -0.361941], [-3.010357, -0.120800, 0.942472], [-2.667478, -1.486504, 1.567050], [4.747193, 0.734843, -1.514081], [4.892029, 1.910544, -0.220387], [1.409406, 1.002564, -1.816158], [-0.593791, -0.711373, -1.559766], [-1.121300, 0.932101, -1.015977], [-3.016019, -0.600946, -1.266126], [-2.526268, 0.742289, 1.383239], [-4.080623, 0.087547, 0.858886], [-3.485498, -1.998585, 2.105810], [-1.816956, -1.462968, 2.212760], [-1.526128, -2.562068, 0.128479], [-2.406601, -2.016385, 0.216633], [3.094640, 0.593113, 0.997985], [-0.181191, -0.217239, 0.415234], [1.834207, 0.096731, 1.305269], [3.854987, 2.452556, -1.861438]],
  "atomic_forces_ev_per_a": [[-0.747, -0.050, 0.083], [0.560, 0.074, 0.002], [-0.443, -0.210, 0.449], [0.169, 0.052, -0.515], [-0.050, -0.524, -0.380], [0.659, -0.022, -0.201], [-0.415, 0.117, 0.058], [-1.144, -0.184, 0.029], [0.258, -0.621, -0.176], [0.502, 0.353, 0.416], [-0.032, -0.071, 0.081], [-0.242, 0.423, 0.452], [0.042, 0.098, -0.136], [-0.125, 0.140, -0.006], [0.159, 0.122, 0.001], [0.165, -0.140, 0.060], [0.264, 0.178, -0.313], [0.724, 0.110, 0.395], [-0.885, 0.659, -0.008], [0.856, -0.945, -0.041], [0.132, 0.081, -0.435], [0.049, 0.013, 0.146], [-0.342, -0.028, 0.157], [-0.113, 0.375, -0.118]]
}

***

Max |F|: 1.17 6.80 0.61 3.16 2.18 1.28 (eV/A)